{
  "formula": "C20H12Cl60NO7S2",
  "method": "wB97M-V/def2-TZVPD",
  "gap_ha": 0.27336,
  "mol_weight_g_mol": 2569.6,
  "largest_force_ev_per_a": 1.3,
  "homo_energy_ev": -6.50,
  "charge": -1,
  "lumo_energy_ev": 0.9,
  "symbols": ["C", "C", "C", "C", "O", "S", "O", "O", "N", "S", "O", "O", "C", "O", "O", "H", "H", "H", "H", "H", "H", "H", "H", "H", "H", "H", "H", "C", "Cl", "Cl", "Cl", "Cl", "C", "Cl", "Cl", "Cl", "Cl", "C", "Cl", "Cl", "Cl", "Cl", "C", "Cl", "Cl", "Cl", "Cl", "C", "Cl", "Cl", "Cl", "Cl", "C", "Cl", "Cl", "Cl", "Cl", "C", "Cl", "Cl", "Cl", "Cl", "C", "Cl", "Cl", "Cl", "Cl", "C", "Cl", "Cl", "Cl", "Cl", "C", "Cl", "Cl", "Cl", "Cl", "C", "Cl", "Cl", "Cl", "Cl", "C", "Cl", "Cl", "Cl", "Cl", "C", "Cl", "Cl", "Cl", "Cl", "C", "Cl", "Cl", "Cl", "Cl", "C", "Cl", "Cl", "Cl", "Cl"],
  "xyz": [[10.4291, 2.0621, -2.8822], [9.2976, 2.8361, -2.1941], [8.6859, 3.9661, -3.0355], [7.1781, 3.8418, -2.9718], [6.6041, 5.0337, -3.5392], [5.0154, 5.1946, -3.4942], [4.8316, 6.6006, -3.4392], [4.4780, 4.5345, -4.6397], [4.5245, 4.5887, -2.1164], [3.9166, 3.1148, -2.1330], [4.7493, 2.0852, -2.6885], [3.4854, 2.8613, -0.7901], [2.3906, 3.0975, -3.1214], [2.5651, 2.4127, -4.3225], [2.4313, 1.0216, -4.0154], [10.1861, 1.0099, -2.9791], [10.6202, 2.4453, -3.8787], [11.3536, 2.1420, -2.3178], [9.6113, 3.2363, -1.2360], [8.5018, 2.1296, -1.9717], [8.9689, 3.8460, -4.0759], [8.9600, 4.9505, -2.6690], [6.8721, 2.9948, -3.5739], [6.8497, 3.7060, -1.9487], [1.6110, 2.6225, -2.5342], [2.0881, 4.1039, -3.3876], [3.3496, 0.7204, -4.1177], [1.7345, 6.0112, 0.4562], [3.0233, 5.4414, 1.5111], [0.6808, 4.6600, 0.0353], [0.7664, 7.2417, 1.3150], [2.4213, 6.7062, -0.9925], [-3.0315, 2.4934, -0.1660], [-3.5245, 4.1797, -0.3206], [-2.9326, 2.0733, 1.5529], [-4.2106, 1.4502, -0.9574], [-1.4567, 2.2645, -0.9141], [-3.6575, -2.7251, -0.2632], [-2.7767, -4.0633, 0.4810], [-5.3653, -3.1536, -0.3973], [-3.4840, -1.2732, 0.7196], [-3.0026, -2.4109, -1.8680], [-4.2172, -2.5481, 4.7748], [-5.3108, -2.1150, 6.0896], [-2.9090, -3.5623, 5.3863], [-5.1308, -3.4478, 3.5597], [-3.5607, -1.0999, 4.0302], [-9.3334, -1.0702, 1.9253], [-7.8553, -1.7956, 2.5552], [-9.4942, 0.5746, 2.5422], [-9.2656, -1.0301, 0.1599], [-10.7270, -2.0295, 2.4312], [-3.1978, -8.2505, 4.8705], [-3.1679, -6.5090, 5.1692], [-3.2157, -9.1294, 6.3998], [-4.6547, -8.6080, 3.9396], [-1.7797, -8.7238, 3.9318], [-8.5721, -4.9670, -3.9431], [-7.9255, -6.0524, -5.1747], [-7.2787, -4.4538, -2.8626], [-9.2733, -3.5450, -4.7211], [-9.8099, -5.8105, -3.0082], [10.5107, 2.2817, 2.2584], [11.8285, 2.9631, 3.2189], [9.3604, 3.5476, 1.8416], [11.1613, 1.5722, 0.7802], [9.6896, 1.0311, 3.1972], [1.3932, 6.0722, 5.8820], [1.8608, 7.3425, 7.0236], [-0.0697, 5.2719, 6.4730], [1.0875, 6.7716, 4.2972], [2.6963, 4.8903, 5.7575], [0.9408, -2.7774, -3.4389], [1.2265, -1.3712, -2.4307], [-0.5406, -2.5506, -4.3778], [2.3002, -2.9974, -4.5438], [0.7648, -4.2217, -2.4296], [8.7782, 5.8477, 5.0623], [7.9849, 6.8204, 6.3068], [8.2445, 6.3861, 3.4720], [10.5287, 6.0487, 5.1932], [8.3628, 4.1505, 5.2952], [-7.2785, 2.2709, -3.3301], [-6.9375, 3.6850, -2.3348], [-8.7915, 2.5186, -4.2094], [-5.9627, 2.0246, -4.4764], [-7.4312, 0.8474, -2.2967], [1.3375, -7.3709, 6.6572], [0.8160, -8.7426, 7.6399], [2.4563, -6.3714, 7.5852], [2.1429, -7.9641, 5.2034], [-0.0724, -6.4188, 6.1957], [-5.8444, -7.8506, -0.3998], [-5.5609, -8.7479, -1.8933], [-4.4966, -8.0997, 0.7097], [-5.9993, -6.1318, -0.7635], [-7.3337, -8.4279, 0.3577], [-13.4415, -4.8341, -4.3317], [-13.6779, -6.1139, -3.1372], [-12.5984, -3.4821, -3.5812], [-12.4838, -5.4567, -5.6767], [-15.0120, -4.2938, -4.9312]],
  "forces_ev_per_angstrom": [[0.057, 0.214, 0.272], [-0.132, -0.052, -0.327], [-0.449, -0.313, 0.186], [0.282, 0.315, -0.579], [0.248, -0.195, 0.506], [-0.105, 0.354, 0.329], [0.016, 1.291, 0.033], [-0.190, -0.731, -0.651], [0.144, -0.677, -0.457], [-0.288, 0.178, 0.782], [0.600, -0.426, -0.768], [-0.532, -0.010, 0.993], [0.121, 0.143, -0.423], [-0.321, -0.174, -0.273], [0.056, -0.189, -0.283], [0.008, -0.205, -0.009], [0.065, 0.065, -0.180], [0.232, -0.056, 0.013], [0.140, 0.007, 0.157], [-0.149, -0.117, 0.131], [0.268, 0.282, -0.181], [0.249, 0.151, -0.105], [-0.233, -0.306, 0.091], [-0.238, 0.076, 0.165], [0.040, -0.081, 0.301], [0.137, 0.240, 0.022], [-0.009, 0.209, 0.267], [0.142, -0.081, -0.080], [0.019, 0.001, 0.066], [-0.112, -0.002, 0.030], [-0.089, 0.143, -0.254], [-0.017, 0.111, -0.054], [0.090, -0.007, -0.032], [-0.017, 0.046, 0.000], [-0.015, -0.002, 0.069], [-0.161, 0.180, -0.145], [0.057, -0.076, -0.044], [0.267, 0.110, -0.058], [-0.016, -0.050, 0.038], [-0.196, 0.386, 0.117], [-0.024, -0.283, 0.006], [0.027, -0.044, -0.069], [-0.203, -0.003, -0.146], [0.044, 0.045, 0.111], [0.132, 0.399, 0.107], [0.016, -0.198, -0.125], [0.107, 0.132, 0.250], [0.040, 0.002, -0.030], [0.018, 0.007, -0.006], [-0.002, 0.040, 0.015], [0.005, -0.023, -0.050], [-0.042, -0.032, 0.026], [-0.074, 0.089, -0.073], [-0.122, -0.288, -0.050], [0.009, 0.014, 0.014], [-0.051, -0.178, 0.188], [0.048, -0.012, -0.008], [-0.014, 0.087, 0.024], [0.023, -0.027, -0.018], [-0.156, 0.382, -0.453], [0.014, 0.002, -0.058], [-0.031, -0.039, 0.033], [-0.100, 0.016, -0.062], [0.030, 0.026, 0.026], [0.042, -0.016, -0.032], [0.065, -0.049, -0.032], [-0.014, -0.048, 0.048], [-0.004, 0.055, -0.045], [0.006, 0.029, 0.029], [-0.041, -0.018, 0.026], [0.035, -0.114, 0.277], [0.048, -0.038, 0.006], [0.020, 0.077, 0.090], [-0.025, -0.035, 0.040], [-0.061, 0.018, -0.099], [0.033, -0.029, -0.040], [-0.015, -0.049, 0.035], [-0.021, 0.032, -0.030], [-0.023, 0.025, 0.039], [-0.069, 0.056, 0.014], [0.066, 0.000, 0.006], [-0.007, -0.055, 0.006], [0.047, 0.028, -0.013], [-0.004, 0.032, 0.025], [-0.046, 0.001, -0.027], [0.033, -0.007, -0.024], [-0.016, -0.085, 0.055], [0.007, 0.027, -0.018], [-0.017, -0.048, 0.031], [0.027, 0.020, 0.025], [0.024, -0.021, -0.042], [0.078, 0.007, 0.056], [0.021, 0.087, -0.004], [0.004, -0.021, -0.051], [0.046, 0.001, -0.138], [0.243, -0.729, 0.422], [-0.068, -0.027, 0.029], [0.037, -0.001, -0.007], [-0.003, -0.043, 0.033], [-0.077, 0.072, 0.046], [0.020, -0.015, -0.040], [-0.050, 0.012, -0.011]]
}